Computed, not measured: a cluster of 10 separate species, H22NO9 in total at a distorted geometry, with wB97M-V/def2-TZVPD.

## Properties
M   180.174 g/mol
Kohn-Sham gap   10.901 eV
Energy   -744.80415 a.u.
Lowest unoccupied orbital energy   -2.89 eV
HOMO level   -13.79 eV
Charge   +1
Energy relative to the best compared isomer or geometry (same formula, charge and spin)   95.2 kcal per mole

Structure (XYZ):
```
32
Properties=species:S:1:pos:R:3:forces:R:3
H -0.485188 3.554375 -0.810656 -1.302 -0.935 -0.036
H -1.419188 3.679375 0.323344 -0.554 0.296 0.276
N -0.115188 0.337375 0.038344 -1.762 -6.950 0.244
O -1.309188 3.118375 -0.446656 1.908 0.704 -0.239
O 2.486812 2.181375 0.105344 -3.349 -2.221 0.552
O -0.020188 -1.778625 2.760344 -1.980 0.448 2.230
O -2.377188 1.387375 2.114344 1.921 2.962 -0.614
H -0.446188 -2.606625 3.058344 0.686 -0.261 -0.811
H 2.673812 0.863375 2.171344 0.760 0.559 -0.528
O 1.756812 0.771375 2.389344 -0.352 6.483 -3.364
H -0.282188 0.124375 -3.494656 2.136 -1.497 -0.643
O 1.169812 -2.473625 -0.561656 2.504 2.348 -1.867
H 0.616812 0.172375 -0.579656 1.170 -0.220 -2.165
H 1.265812 -1.576625 -2.243656 -0.069 -0.729 -0.947
H -0.976188 0.663375 -0.201656 -2.887 1.218 -2.756
H 0.526812 -2.915625 -0.112656 -2.961 -1.774 1.898
H -2.549188 -2.614625 -0.815656 -3.839 0.315 -2.982
H -2.680188 0.852375 1.379344 -0.250 0.327 -0.379
O -1.001188 0.593375 -3.167656 -1.751 2.073 1.445
H 1.887812 2.797375 0.525344 0.088 0.272 0.226
H 1.276812 -1.298625 -3.947656 0.227 -0.466 2.091
H 1.833812 -3.121625 -0.759656 0.702 -0.469 -0.057
H -1.954188 2.290375 1.745344 -1.776 -3.469 1.017
H -0.511188 -1.256625 3.477344 1.245 -0.009 -1.559
O 1.181812 -0.987625 -3.008656 0.080 0.935 -1.296
H 0.124812 0.938375 0.665344 2.871 4.740 5.438
H 3.250812 2.624375 -0.069656 3.325 2.041 -0.862
H -1.678188 -3.457625 -0.137656 0.270 1.433 0.350
H 1.736812 0.010375 2.782344 -0.693 -7.170 3.860
O -1.845188 -2.483625 -0.278656 3.507 -1.712 2.714
H -0.357188 -0.555625 0.584344 0.854 1.066 -0.829
H -1.782188 0.167375 -3.483656 -0.730 -0.337 -0.407
```
Positions in Å, forces in eV/Å.